{
  "formula": "C29H27AuF3N2O5PS4",
  "method": "wB97M-V/def2-TZVPD",
  "homo_energy_ev": -8.5,
  "de_lowest_kcal_mol": 0.00,
  "homo_lumo_gap_ev": 6.94,
  "symbols": ["Au", "S", "S", "S", "S", "P", "F", "F", "F", "O", "O", "O", "O", "O", "N", "N", "C", "C", "C", "C", "C", "C", "C", "C", "C", "C", "C", "C", "C", "C", "C", "C", "C", "C", "C", "C", "C", "C", "C", "C", "C", "C", "C", "C", "C", "H", "H", "H", "H", "H", "H", "H", "H", "H", "H", "H", "H", "H", "H", "H", "H", "H", "H", "H", "H", "H", "H", "H", "H", "H", "H", "H"],
  "xyz": [[-0.893, -0.770, -0.475], [-0.017, -2.612, -1.594], [1.666, 3.263, 0.674], [-2.706, -3.452, 0.838], [-3.068, -0.725, -1.225], [-3.763, -2.589, -0.546], [2.350, -4.816, -1.274], [4.380, -4.083, -1.429], [2.902, -3.504, -2.899], [-4.964, -3.047, 4.931], [1.475, 2.599, 2.001], [-2.928, -3.322, 5.572], [-1.150, 1.028, 0.418], [-2.757, 2.345, 1.194], [1.106, -0.989, -0.029], [-3.779, -2.773, 4.902], [-1.998, -1.483, 3.805], [-1.608, -0.519, 2.892], [3.404, 3.772, 0.646], [-2.562, 0.226, 2.209], [-4.908, -5.581, -3.033], [-3.350, -1.695, 3.993], [-6.276, -1.375, -0.788], [-7.579, -1.127, -0.387], [-4.320, -0.957, 3.340], [-3.251, -3.358, -3.210], [-3.952, -3.609, -2.037], [-4.781, -4.727, -1.952], [1.984, -0.350, 0.746], [-5.467, -2.225, -0.038], [-4.205, -5.329, -4.205], [1.419, -2.066, -0.767], [-3.915, 0.022, 2.453], [2.725, -2.553, -0.756], [-8.080, -1.733, 0.759], [-2.172, 1.289, 1.221], [3.653, -1.902, 0.037], [3.850, 4.316, -0.702], [-5.971, -2.831, 1.107], [3.289, -0.795, 0.798], [-7.279, -2.586, 1.503], [-0.552, 4.892, 0.603], [-3.377, -4.221, -4.292], [0.953, 4.915, 0.809], [3.092, -3.747, -1.592], [-7.663, -3.054, 2.400], [-1.281, -2.079, 4.349], [3.523, 3.667, -1.516], [-8.202, -0.459, -0.967], [-0.556, -0.330, 2.722], [4.007, -0.290, 1.426], [-2.615, -2.486, -3.284], [-4.304, -5.998, -5.049], [-9.098, -1.536, 1.072], [-4.640, 0.628, 1.927], [-5.365, -1.160, 3.523], [3.458, 5.315, -0.890], [4.670, -2.268, 0.062], [-0.960, 5.893, 0.750], [-5.328, -3.473, 1.697], [1.455, 5.542, 0.071], [-5.555, -6.446, -2.962], [-5.324, -4.930, -1.036], [1.230, 5.253, 1.811], [4.937, 4.378, -0.742], [-2.829, -4.021, -5.203], [1.618, 0.511, 1.298], [-1.043, 4.215, 1.298], [-0.803, 4.566, -0.406], [3.937, 2.853, 0.897], [-5.892, -0.898, -1.682], [3.554, 4.476, 1.466]],
  "mulliken_charge": [0.94, -0.39, 0.66, -0.27, -0.47, 0.96, -0.21, -0.29, -0.23, -0.63, -0.70, -0.63, -0.71, -0.64, -0.37, 1.07, -0.71, 0.23, -0.47, 0.13, -0.66, -0.12, -0.57, -0.69, -0.46, -0.16, 0.34, -0.55, -0.22, 0.55, -0.42, 0.91, -0.67, -0.13, -0.49, 0.39, -0.15, -1.06, -0.41, -1.10, -0.59, -1.15, -0.83, -0.51, 0.62, 0.45, 0.51, 0.31, 0.41, 0.51, 0.51, 0.44, 0.38, 0.40, 0.43, 0.53, 0.30, 0.53, 0.41, 0.36, 0.33, 0.40, 0.33, 0.37, 0.36, 0.40, 0.72, 0.24, 0.29, 0.28, 0.35, 0.33]
}